79
Properties=species:S:1:pos:R:3 method="wB97M-V/def2-TZVPD" max_force_ha_per_bohr=0.0587 homo_energy_ev=-7.81 homo_lumo_gap_ev=7.78 e_above_lowest_kcal_mol=19.6 e_tot_ev=-66745.3250
Be -6.31 -3.20 27.15
C -8.40 -0.93 28.55
O -7.09 -0.47 28.72
O -8.33 -2.21 28.08
C -9.20 -0.53 29.84
F -9.60 0.77 29.71
F -10.29 -1.27 29.96
F -8.51 -0.59 31.01
C -6.73 0.86 28.45
C -5.22 1.05 28.47
H -4.75 0.46 27.68
H -5.00 2.08 28.19
H -4.77 0.78 29.43
H -7.22 1.55 29.14
H -7.03 1.21 27.45
H -8.86 -0.34 27.74
C -6.24 -5.36 29.41
O -5.78 -4.04 29.73
O -6.10 -5.48 28.07
C -5.51 -6.35 30.33
F -5.58 -7.62 29.86
F -4.19 -6.11 30.43
F -6.02 -6.41 31.57
C -6.41 -3.35 30.81
C -5.53 -2.09 30.95
H -5.81 -1.48 30.09
H -5.83 -1.47 31.80
H -4.46 -2.30 30.92
H -6.28 -3.88 31.75
H -7.44 -3.05 30.66
H -7.29 -5.40 29.74
O -5.64 -1.08 25.55
C -5.88 -0.03 24.96
O -7.05 0.58 25.08
C -6.96 1.83 24.35
C -5.50 2.08 24.01
C -4.89 0.71 24.07
H -7.47 2.64 24.87
H -7.65 1.67 23.52
H -5.07 2.78 24.72
H -5.47 2.58 23.04
H -3.83 0.63 24.31
H -4.96 0.24 23.09
O -5.03 -4.07 25.15
C -4.77 -5.14 24.67
O -3.59 -5.33 23.98
C -3.39 -6.65 23.55
C -4.78 -7.30 23.71
C -5.48 -6.47 24.80
H -2.66 -7.17 24.17
H -3.14 -6.66 22.49
H -4.74 -8.37 23.95
H -5.26 -7.18 22.75
H -5.38 -6.85 25.82
H -6.53 -6.41 24.53
O -7.99 -3.18 25.24
C -8.78 -2.74 24.44
O -10.01 -3.25 24.35
C -10.76 -2.69 23.25
C -9.70 -1.97 22.42
C -8.59 -1.64 23.41
H -11.49 -1.92 23.51
H -11.20 -3.48 22.64
H -10.09 -1.05 21.99
H -9.38 -2.62 21.60
H -8.87 -0.70 23.89
H -7.57 -1.62 23.05
O -3.92 -2.56 27.64
C -2.88 -2.09 27.26
O -2.63 -0.74 27.27
C -1.37 -0.50 26.67
C -0.67 -1.90 26.50
C -1.83 -2.91 26.59
H -0.68 0.08 27.26
H -1.61 -0.09 25.69
H -0.05 -2.02 27.38
H 0.03 -2.02 25.68
H -1.75 -3.88 27.08
H -2.30 -3.23 25.65

=====

81
Properties=species:S:1:pos:R:3 method="wB97M-V/def2-TZVPD" charge=-1 max_force_ha_per_bohr=0.0191 homo_energy_ev=-4.65 homo_lumo_gap_ev=6.64 e_tot_ev=-84838.0867
C 2.17 -3.27 2.10
C 1.67 -1.83 1.89
C 0.77 -1.41 3.07
C 0.91 -1.67 0.56
C 1.49 -0.70 -0.48
C 2.35 -1.41 -1.59
O 2.27 -0.90 -2.72
O 3.05 -2.39 -1.19
N 2.20 0.46 0.14
C 1.73 1.75 -0.40
C 0.30 2.07 0.07
C -0.72 2.17 -1.06
C -2.03 2.83 -0.62
C -2.72 2.05 0.51
C -4.24 2.26 0.53
C -4.95 1.21 1.38
S -6.77 1.27 1.18
C -7.06 -0.25 0.40
N -6.70 -0.65 -0.76
N -7.20 -1.94 -0.91
C -7.85 -2.18 0.16
O -7.81 -1.18 1.05
P 3.87 0.41 0.18
O 4.51 1.28 1.21
H 3.19 -3.28 2.52
H 2.22 -3.80 1.15
H 1.52 -3.84 2.77
H 2.54 -1.18 1.92
H 1.33 -1.33 4.00
H 0.30 -0.44 2.86
H -0.03 -2.14 3.21
H -0.13 -1.37 0.77
H 0.85 -2.65 0.07
H 0.65 -0.26 -1.04
H 2.41 2.52 -0.01
H 1.80 1.77 -1.49
H 0.30 3.01 0.63
H 0.02 1.25 0.74
H -0.28 2.75 -1.87
H -0.95 1.17 -1.45
H -2.71 2.87 -1.47
H -1.83 3.86 -0.30
H -2.31 2.36 1.47
H -2.50 0.98 0.38
H -4.45 3.25 0.96
H -4.64 2.25 -0.49
H -4.79 1.40 2.44
H -4.59 0.21 1.15
H -8.40 -3.07 0.42
H 4.17 -0.94 0.35
H 4.31 0.76 -1.11
C -4.82 2.87 -4.92
C -4.47 4.00 -5.87
O -3.68 4.85 -5.07
C -3.10 4.09 -4.09
O -2.21 4.43 -3.40
O -3.69 2.87 -4.04
F -5.56 4.67 -6.30
H -5.72 3.12 -4.35
H -4.93 1.90 -5.39
H -3.89 3.69 -6.75
C 1.85 -7.80 4.12
C 1.39 -7.75 5.56
O 0.98 -6.41 5.70
C 0.62 -5.94 4.46
O 0.03 -4.94 4.26
O 1.03 -6.81 3.51
F 2.39 -8.00 6.44
H 2.90 -7.51 4.04
H 1.69 -8.76 3.64
H 0.55 -8.40 5.80
C 7.07 2.40 -1.43
C 8.08 3.32 -2.09
O 7.32 3.94 -3.11
C 6.01 3.93 -2.72
O 5.16 4.57 -3.23
O 5.85 3.11 -1.66
F 9.12 2.65 -2.65
H 7.04 1.44 -1.93
H 7.22 2.26 -0.36
H 8.49 4.09 -1.43

=====

75
Properties=species:S:1:pos:R:3 method="wB97M-V/def2-TZVPD" multiplicity=3 max_force_ha_per_bohr=0.0972 homo_energy_ev="-8.88 / -9.47" homo_lumo_gap_ev="6.73 / 7.32" e_tot_ev=-57852.0780
O 5.93 -4.76 -2.08
N 5.12 -4.03 -1.60
O 5.82 -3.02 -0.92
C 5.77 -1.91 -1.85
C 4.57 -1.19 -2.17
C 3.08 -1.40 -1.65
F 3.10 -2.17 -0.47
F 2.54 -0.11 -1.32
C 2.08 -2.07 -2.71
F 0.90 -1.26 -2.73
F 2.59 -2.20 -4.01
F 1.66 -3.32 -2.17
C 5.11 -0.07 -3.18
O 4.28 0.69 -3.70
O 6.55 -0.06 -3.32
C 6.99 -1.26 -2.64
O 8.18 -1.61 -2.74
C -3.87 -2.64 1.83
C -3.04 -1.92 0.73
C -4.00 -1.25 -0.28
C -4.69 -2.26 -1.20
C -3.67 -3.16 -1.89
C -2.69 -3.84 -0.90
N -2.09 -2.88 0.07
O -1.18 -2.14 -0.61
C -3.42 -4.97 -0.14
C -1.62 -4.60 -1.72
C -2.27 -0.83 1.52
H -4.08 -1.98 2.67
H -4.84 -2.98 1.47
H -3.33 -3.50 2.23
H -3.46 -0.53 -0.90
H -4.77 -0.68 0.26
H -5.41 -2.87 -0.63
H -5.28 -1.73 -1.95
H -4.20 -3.92 -2.48
H -3.11 -2.55 -2.61
H -2.77 -5.41 0.62
H -3.72 -5.77 -0.82
H -4.34 -4.65 0.35
H -1.07 -3.95 -2.41
H -2.07 -5.38 -2.33
H -0.89 -5.08 -1.05
H -1.61 -1.28 2.26
H -2.97 -0.17 2.05
H -1.67 -0.17 0.88
C 1.54 3.36 -0.31
C 0.87 2.74 0.94
C -0.67 2.84 0.79
C -1.19 4.26 0.98
C -0.71 4.86 2.30
C 0.83 4.77 2.47
N 1.37 3.41 2.18
O 1.02 2.61 3.24
C 1.52 5.80 1.55
C 1.19 5.26 3.90
C 1.30 1.25 0.89
H 1.71 2.61 -1.09
H 0.93 4.14 -0.78
H 2.52 3.78 -0.08
H -1.16 2.19 1.53
H -0.97 2.47 -0.19
H -0.89 4.90 0.14
H -2.29 4.25 0.97
H -1.03 5.90 2.37
H -1.20 4.33 3.12
H 2.61 5.71 1.60
H 1.27 6.83 1.85
H 1.21 5.74 0.51
H 0.69 4.69 4.68
H 0.90 6.30 4.04
H 2.27 5.20 4.06
H 2.39 1.17 0.95
H 0.99 0.79 -0.05
H 0.86 0.64 1.68

=====

80
Properties=species:S:1:pos:R:3 method="wB97M-V/def2-TZVPD" max_force_ha_per_bohr=0.1449 homo_energy_ev=-4.58 homo_lumo_gap_ev=1.43 e_above_lowest_kcal_mol=235.2 e_tot_ev=-77089.9738
C 3.75 1.79 4.72
C 3.90 2.36 3.53
C 4.24 2.79 2.00
C 3.99 1.53 1.01
C 3.06 1.88 -0.28
N 1.70 1.19 -0.22
C 0.54 2.08 0.05
C -0.47 2.32 -1.19
C -2.03 2.50 -0.78
C -2.39 3.96 -0.16
C -2.81 3.72 1.41
C -2.35 4.97 2.37
C -0.76 4.88 2.68
O -0.22 6.21 3.02
C 0.23 6.80 1.74
C 1.71 -0.13 -0.45
N 2.92 -0.90 -0.75
C 2.51 -2.30 -0.94
S 3.62 -3.74 -1.30
O 3.18 -4.31 -2.66
O 5.08 -3.38 -1.44
C 3.24 -5.05 -0.03
F 2.40 -6.10 -0.61
F 2.39 -4.43 0.99
C 4.52 -5.65 0.75
F 5.45 -4.64 1.21
F 4.00 -6.25 1.97
C 5.31 -6.84 -0.02
F 6.72 -6.64 0.21
F 4.98 -8.09 0.63
F 5.05 -6.92 -1.42
N 1.03 -2.26 -0.77
N 0.31 -3.44 -0.93
N 0.54 -1.00 -0.46
C -0.90 -0.84 -0.21
C -1.78 -0.79 -1.60
O -1.17 -1.05 -2.68
O -3.20 -0.51 -1.52
C -3.84 -1.35 -0.49
C -3.97 -0.89 1.07
O -4.32 -2.45 -0.92
H 3.64 1.05 5.60
H 3.65 3.74 1.74
H 5.37 3.08 1.95
H 5.03 1.23 0.58
H 3.49 0.70 1.63
H 3.58 1.55 -1.28
H 2.98 3.02 -0.34
H 0.93 3.14 0.35
H 0.01 1.69 1.02
H -0.15 3.32 -1.69
H -0.35 1.51 -2.00
H -2.64 2.38 -1.76
H -2.43 1.71 -0.05
H -1.53 4.70 -0.29
H -3.37 4.32 -0.68
H -2.31 2.77 1.85
H -3.94 3.60 1.56
H -2.60 5.96 1.84
H -2.88 4.92 3.40
H -0.54 4.14 3.53
H -0.24 4.57 1.70
H -0.61 6.83 0.95
H 1.15 6.21 1.38
H 0.58 7.87 2.00
H -0.57 -3.26 -1.46
H 0.82 -4.13 -1.51
H -1.21 0.03 0.47
H -1.27 -1.81 0.32
H -4.02 0.26 1.15
H -2.98 -1.24 1.57
H -4.82 -1.44 1.62
C -5.77 -3.70 -4.70
C -6.50 -4.18 -3.43
O -7.79 -4.27 -3.73
H -6.13 -2.71 -5.03
H -4.70 -3.61 -4.50
H -5.89 -4.40 -5.53
H -6.20 -3.47 -2.64
H -5.97 -5.10 -3.12

=====

65
Properties=species:S:1:pos:R:3 method="wB97M-V/def2-TZVPD" charge=-1 multiplicity=5 max_force_ha_per_bohr=0.0198 homo_energy_ev="-3.12 / -3.26" homo_lumo_gap_ev="6.10 / 6.23" e_above_lowest_kcal_mol=4.9 e_tot_ev=-81975.8066
Fe 0.15 -0.38 0.48
C 2.59 0.02 -3.36
C 3.35 -0.11 -2.04
C 4.04 -1.47 -1.94
P 2.23 0.19 -0.58
C 3.46 0.48 0.79
C 3.58 -0.82 1.60
C 3.02 1.59 1.74
C 1.64 1.87 -1.02
C 2.54 2.90 -1.30
C 2.11 4.19 -1.55
C 0.75 4.47 -1.47
C -0.16 3.47 -1.19
C 0.25 2.13 -1.02
N -0.67 1.11 -0.75
C -1.52 0.71 -1.75
C -2.03 1.59 -2.75
C -2.93 1.17 -3.71
C -3.41 -0.13 -3.73
C -2.94 -1.01 -2.77
C -2.02 -0.64 -1.79
P -1.36 -1.86 -0.61
C -0.91 -3.38 -1.60
C 0.00 -2.98 -2.74
C -1.98 -4.37 -2.05
C -2.78 -2.40 0.46
C -2.87 -1.47 1.67
C -4.15 -2.53 -0.20
H 3.29 -0.09 -4.20
H 1.83 -0.76 -3.46
H 2.09 0.98 -3.45
H 4.12 0.68 -2.01
H 3.30 -2.26 -1.80
H 4.61 -1.68 -2.84
H 4.73 -1.50 -1.09
H 4.42 0.74 0.32
H 2.61 -1.03 2.07
H 3.85 -1.68 0.97
H 4.34 -0.71 2.37
H 2.04 1.35 2.15
H 3.73 1.66 2.57
H 2.98 2.57 1.25
H 3.60 2.69 -1.30
H 2.83 4.98 -1.76
H 0.39 5.49 -1.60
H -1.21 3.71 -1.07
H -1.70 2.61 -2.78
H -3.28 1.89 -4.44
H -4.12 -0.46 -4.48
H -3.31 -2.03 -2.78
H -0.29 -3.90 -0.86
H -0.55 -2.47 -3.54
H 0.77 -2.29 -2.38
H 0.50 -3.85 -3.17
H -2.64 -3.95 -2.82
H -1.50 -5.25 -2.48
H -2.60 -4.71 -1.22
H -2.45 -3.39 0.81
H -3.19 -0.48 1.34
H -3.62 -1.83 2.38
H -1.90 -1.35 2.17
H -4.51 -1.54 -0.52
H -4.17 -3.18 -1.06
H -4.87 -2.91 0.53
O 0.32 -0.48 2.19

=====

74
Properties=species:S:1:pos:R:3 method="wB97M-V/def2-TZVPD" charge=+2 max_force_ha_per_bohr=0.0263 homo_energy_ev=-12.92 homo_lumo_gap_ev=7.57 e_above_lowest_kcal_mol=0.0 e_tot_ev=-67601.9398
Ir 0.70 -1.15 -0.87
C -5.58 1.48 3.15
C -4.65 0.63 2.34
C -4.70 -0.76 2.42
C -3.86 -1.55 1.64
C -2.97 -0.92 0.78
C -2.89 0.46 0.68
C -3.74 1.22 1.46
S -1.89 -1.92 -0.16
O -1.53 -1.19 -1.41
O -2.42 -3.24 -0.25
N -0.42 -1.84 0.54
C 0.23 -2.70 1.43
C -0.32 -3.50 2.39
C 0.52 -4.25 3.24
C 1.88 -4.21 3.13
C 2.48 -3.41 2.14
C 3.88 -3.34 1.91
C 4.37 -2.57 0.89
C 3.48 -1.84 0.09
N 2.18 -1.87 0.28
C 1.65 -2.65 1.29
H -6.06 0.90 3.95
H -6.37 1.89 2.52
H -5.06 2.32 3.60
H -5.40 -1.23 3.09
H -3.92 -2.62 1.68
H -2.18 0.92 0.01
H -3.71 2.31 1.39
H -1.40 -3.57 2.50
H 0.06 -4.87 4.00
H 2.51 -4.79 3.79
H 4.55 -3.91 2.54
H 5.43 -2.51 0.69
H 3.84 -1.23 -0.73
C -0.13 2.42 2.15
N -0.16 2.99 0.81
C -0.71 4.34 0.74
P 0.68 2.26 -0.38
O 0.35 0.78 -0.30
N 0.15 2.91 -1.80
C -1.17 2.51 -2.28
C 1.08 3.30 -2.86
N 2.28 2.52 -0.23
C 2.83 3.67 0.48
C 3.28 1.68 -0.87
H 0.52 3.01 2.81
H 0.23 1.40 2.13
H -1.13 2.42 2.57
H -0.14 5.03 1.37
H -1.74 4.33 1.11
H -0.70 4.71 -0.28
H -1.87 2.45 -1.46
H -1.13 1.53 -2.78
H -1.53 3.26 -2.99
H 2.00 3.69 -2.44
H 0.62 4.10 -3.45
H 1.31 2.47 -3.52
H 2.03 4.31 0.87
H 3.45 4.27 -0.19
H 3.45 3.34 1.32
H 2.82 0.77 -1.25
H 4.05 1.41 -0.15
H 3.76 2.20 -1.71
N 0.49 -2.72 -5.47
C 0.72 -3.48 -4.19
C 0.89 -2.46 -3.09
O 0.91 -2.91 -1.90
O 0.98 -1.25 -3.37
H -0.47 -2.79 -5.79
H 1.11 -3.01 -6.22
H 0.69 -1.72 -5.24
H 1.63 -4.08 -4.30
H -0.12 -4.14 -3.99